C22H24O5 | ωB97M-V/def2-TZVPD

relative energy (zero: lowest compared OMol25 entry of this formula, charge and spin)	59.4	kcal per mole
Kohn-Sham gap	8.67	eV
electronic energy	-1228.82854	Eh

The geometry in XYZ format:
```
51
C22H24O5 ωB97M-V/def2-TZVPD
C 1.76273 4.16045 4.63586
O 0.59890 4.18965 3.78753
C 0.33868 3.15598 2.91686
C -0.59718 3.40473 1.92484
C -0.93009 2.36295 0.99884
C -0.38244 1.04900 1.06491
C -0.93649 -0.08433 0.17225
C 0.12014 -1.14814 -0.04133
C -0.29689 -2.43108 -0.43497
C 0.60598 -3.47750 -0.62107
C 1.97430 -3.30627 -0.28203
O 2.70671 -4.43858 -0.13788
C 4.05694 -4.41534 0.42741
C 2.46817 -2.01280 -0.05354
C 1.56216 -0.97092 0.10724
C -1.63903 0.18681 -1.39429
C -2.91012 1.16603 -1.22782
C -4.10565 0.61569 -0.50864
O -2.95921 2.28761 -1.75732
C -0.59677 0.89566 -2.38271
C -0.81661 0.46866 -3.79154
C -0.58351 -1.03756 -3.85954
O -1.41200 -1.77469 -2.87590
C -2.14553 -1.14916 -1.91726
O -3.14152 -1.74164 -1.51933
C 0.59570 0.90732 2.09667
C 0.98497 1.88253 2.99652
H 1.75245 5.16083 5.07634
H 1.66559 3.40836 5.40606
H 2.66133 4.02424 4.05489
H -1.13093 4.35235 1.85465
H -1.63952 2.58913 0.22593
H -2.02092 -0.57158 0.53105
H -1.31398 -2.59568 -0.58247
H 0.22648 -4.45330 -0.89889
H 4.33636 -5.48670 0.44641
H 4.73752 -3.87685 -0.21810
H 4.04641 -4.02049 1.44086
H 3.56464 -1.85404 0.15027
H 1.96453 0.00616 0.37650
H -4.42341 -0.34833 -0.89143
H -3.88553 0.41140 0.52791
H -4.83524 1.38802 -0.57180
H -0.83794 1.94202 -2.26872
H 0.42731 0.72324 -2.03305
H -1.80559 0.72947 -4.05894
H -0.07978 0.91870 -4.43102
H -0.95042 -1.46932 -4.84539
H 0.44852 -1.34155 -3.64967
H 1.04138 -0.06700 2.25516
H 1.72836 1.68586 3.77969
```

***

C22H25AsClF6N4RhS2Sb | ωB97M-V/def2-TZVPD

relative energy (zero: lowest compared OMol25 entry of this formula, charge and spin)	81.8	kcal per mole
spin multiplicity	2
total charge	+2
Kohn-Sham gap (alpha / beta)	6.27 / 6.22	eV
electronic energy	-5514.11144	Eh

The geometry in XYZ format:
```
63
C22H25AsClF6N4RhS2Sb ωB97M-V/def2-TZVPD
Rh 1.12058 -0.97471 -0.44391
C 3.61249 -2.05828 -4.78644
S 4.82254 -1.77144 -3.48294
C 3.89999 -0.78213 -2.42406
S 4.65726 -0.27027 -0.95214
N 2.72490 -0.34071 -2.77973
N 1.60249 -0.09300 -2.24656
C 0.89649 0.85384 -2.90300
C -0.47647 1.00113 -2.81427
C -1.18610 1.63621 -3.87520
C -2.46853 1.25833 -4.12066
C -3.09918 0.27775 -3.29614
C -2.50356 -0.05965 -2.13769
N -1.24491 0.44791 -1.78223
H 4.16435 -2.56827 -5.57368
H 3.23351 -1.11014 -5.16308
H 2.80593 -2.69354 -4.43058
H 1.41501 1.36269 -3.70672
H -0.65649 2.31055 -4.53577
H -3.00519 1.67126 -4.96482
H -4.04509 -0.16012 -3.57850
H -2.94177 -0.72505 -1.40574
C -2.61970 2.94509 -0.72930
As -1.40236 1.54809 -0.26372
C 0.29438 2.33852 0.13424
C -2.15541 0.47913 1.15741
C -2.33169 1.38607 2.34968
C -3.53235 2.07106 2.52679
C -3.69734 2.91879 3.61124
C -2.66506 3.08834 4.52433
C -1.47044 2.40143 4.35822
C -1.30427 1.55405 3.27342
H -2.75577 3.55090 0.16718
H -3.57510 2.52516 -1.03948
H -2.19138 3.55189 -1.52482
H 0.18526 3.41961 0.05410
H 1.05615 1.98281 -0.55198
H 0.56811 2.07294 1.15246
H -1.48103 -0.36124 1.32797
H -3.11356 0.10861 0.79044
H -4.35167 1.92170 1.83149
H -4.63651 3.43639 3.75142
H -2.79779 3.74409 5.37390
H -0.67254 2.51502 5.07974
H -0.38435 0.99492 3.16640
Cl 1.97003 -1.04227 5.06070
C 1.29767 -1.86145 3.70670
C 0.73675 -3.12437 3.83192
C 0.20296 -3.71847 2.70508
C 0.24201 -3.05048 1.49303
N 0.79052 -1.83255 1.38776
C 1.32364 -1.24945 2.47285
H 0.73148 -3.62480 4.79077
H -0.23049 -4.70681 2.74961
H -0.15455 -3.47237 0.58228
H 1.81127 -0.29489 2.33427
F 0.03063 -2.30915 -1.25697
Sb 3.49678 -3.72548 -0.09358
F 6.14784 -0.68602 -1.36113
F 2.14981 -4.92728 0.46482
F 4.91542 -4.92747 0.16192
F 3.65897 -2.94034 1.61965
F 2.58546 0.08794 0.23307
```

***

C22H25BEuF4NO | ωB97M-V/def2-TZVPD

relative energy (zero: lowest compared OMol25 entry of this formula, charge and spin)	10.2	kcal per mole
spin multiplicity	7
Kohn-Sham gap (alpha / beta)	6.52 / 7.77	eV
electronic energy	-2118.23040	Eh

The geometry in XYZ format:
```
55
C22H25BEuF4NO ωB97M-V/def2-TZVPD
C 2.47881 -2.31254 1.64598
C 1.62733 -1.39033 2.33417
C 0.28055 -1.73293 2.00302
H 1.92410 -0.62039 3.04307
C 0.29323 -2.84405 1.10500
C 1.66156 -3.19853 0.88134
H -0.58962 -3.35560 0.71114
C 3.57054 0.89412 -1.13391
C 3.23247 1.15624 0.22661
C 1.95634 1.78956 0.25188
H 3.85903 0.90724 1.09848
C 1.43887 1.81543 -1.09123
C 2.44676 1.23841 -1.94023
H -0.62277 -1.30290 2.45401
H 2.05504 -3.99342 0.23883
H 3.56106 -2.40271 1.70219
H 2.34424 1.10559 -3.02940
H 1.49653 2.26257 1.12528
H 4.53100 0.51448 -1.46352
Eu 1.46925 -0.90760 -0.53821
C 0.15906 2.48263 -1.59010
C 0.61604 3.44711 -2.70434
C -0.53100 3.24856 -0.45714
H 1.45749 4.07083 -2.36772
H -0.18568 4.12255 -3.02374
H 0.95383 2.89079 -3.58974
H 0.09489 4.07498 -0.09251
H -0.75821 2.58522 0.38770
H -1.47712 3.67466 -0.81322
C -0.86170 1.45081 -2.20680
C -1.60089 0.52913 -1.26820
H -0.30731 0.77205 -2.88134
H -1.59190 2.00959 -2.81186
O -0.92041 -0.23863 -0.51401
N -2.93813 0.40101 -1.27728
C -3.56254 -0.82538 -0.72943
H -3.51469 0.97312 -1.89715
C -3.57867 -0.77761 0.77281
C -3.43110 -1.96187 1.50753
H -3.26947 -2.89702 0.96216
C -3.48859 -1.93137 2.90084
H -3.39528 -2.86317 3.46038
C -3.69021 -0.71323 3.56691
H -3.76071 -0.70108 4.65732
C -3.81847 0.47329 2.83612
H -3.97660 1.42665 3.34661
C -3.76774 0.44144 1.43581
H -3.87165 1.35985 0.84901
H -2.98445 -1.69672 -1.07746
H -4.58590 -0.94177 -1.11185
F 3.32506 -2.14347 -1.50126
B 4.81048 -2.53381 -1.17679
F 4.73556 -3.77272 -0.54610
F 5.49639 -2.54371 -2.37737
F 5.20530 -1.51536 -0.29231
```

***

C22H25BrClN5O5PRhS | ωB97M-V/def2-TZVPD

relative energy (zero: lowest compared OMol25 entry of this formula, charge and spin)	29.5	kcal per mole
total charge	+2
Kohn-Sham gap	7.05	eV
electronic energy	-5387.25310	Eh

The geometry in XYZ format:
```
62
C22H25BrClN5O5PRhS ωB97M-V/def2-TZVPD
Rh -0.70743 0.36272 0.68568
O -5.38107 -3.60200 0.49649
C -4.29172 -2.84301 0.52205
C -3.06091 -3.21749 -0.01463
C -2.00354 -2.34330 0.06290
N -2.09917 -1.13421 0.64551
C -3.29195 -0.80577 1.17115
Br -3.35624 0.86890 2.03764
C -4.40721 -1.59514 1.13872
H -5.22132 -4.45580 0.07466
H -2.92217 -4.18404 -0.48084
H -1.04079 -2.61455 -0.33876
H -5.34322 -1.28211 1.57725
O -0.06521 -0.43819 -1.73541
S 0.97030 -1.30962 -1.15570
O 0.82156 -2.71279 -1.40457
N 0.78290 -0.88932 0.37284
C 1.63650 -1.18760 1.44017
C 2.80454 -1.89602 1.42272
C 3.52524 -2.05565 2.62977
C 3.07920 -1.51938 3.80344
C 1.86534 -0.79229 3.82939
C 1.32167 -0.19279 4.98298
C 0.15544 0.50620 4.88663
C -0.49153 0.61720 3.64655
N -0.03036 0.05124 2.54650
C 1.15223 -0.64566 2.63131
C 2.52717 -0.79137 -1.73996
C 3.30234 -1.68380 -2.46994
C 4.53414 -1.25474 -2.94291
C 4.97071 0.03371 -2.67205
C 4.18348 0.91284 -1.93341
C 2.95017 0.50611 -1.45834
H 3.17500 -2.33985 0.50826
H 4.45345 -2.60972 2.60880
H 3.64314 -1.63626 4.71890
H 1.84141 -0.28170 5.92884
H -0.28918 0.98482 5.74685
H -1.39369 1.18689 3.56975
H 2.94233 -2.68550 -2.66053
H 5.15474 -1.92971 -3.51614
H 5.93713 0.35768 -3.03486
H 4.54058 1.91142 -1.72055
H 2.32812 1.17303 -0.87356
Cl 0.62712 2.25172 0.88242
N -1.80879 4.34092 0.02741
C -1.69589 4.15317 -1.45098
P -2.29256 2.46585 -1.88206
O -3.69891 2.51519 -2.32088
O -1.89735 1.58013 -0.71347
C -1.30661 1.98584 -3.35716
N -1.63016 0.55467 -3.64789
H -2.74335 4.08566 0.35150
H -1.62749 5.30527 0.30531
H -1.12675 3.70618 0.50703
H -0.66059 4.32192 -1.74380
H -2.33791 4.88266 -1.94064
H -0.23017 2.09191 -3.23341
H -1.65725 2.57463 -4.20280
H -1.36169 0.29045 -4.59454
H -2.63829 0.40257 -3.54671
H -1.11546 -0.05210 -2.97292
```

***

C22H25ClN2O4S | ωB97M-V/def2-TZVPD

relative energy (zero: lowest compared OMol25 entry of this formula, charge and spin)	2.1	kcal per mole
Kohn-Sham gap	8.49	eV
electronic energy	-2122.18687	Eh

The geometry in XYZ format:
```
55
C22H25ClN2O4S ωB97M-V/def2-TZVPD
C -5.14327 -3.37191 1.82219
O -4.17298 -3.63893 0.83995
C -3.38163 -2.61928 0.41792
C -3.45669 -1.30286 0.85503
C -2.60638 -0.33343 0.35119
C -1.63586 -0.65228 -0.59113
N -0.79643 0.35228 -1.08642
C -0.01866 0.13948 -2.29064
C 1.21973 -0.74507 -2.03994
O 1.33802 -1.84756 -2.53703
N 2.11024 -0.16372 -1.23117
C 3.26970 -0.83524 -0.69106
C 4.54143 0.02798 -0.82988
C 4.99843 0.21669 0.62051
C 5.53461 -1.12599 1.13153
C 4.25794 -1.98007 1.27445
C 3.14750 -1.02038 0.83320
C 3.66315 0.31916 1.35686
S -0.38605 1.62690 -0.08106
O -0.22916 1.18063 1.26913
O 0.73991 2.28810 -0.69022
C -1.77722 2.75125 -0.18619
C -2.21021 3.39581 0.95691
C -3.25506 4.30123 0.86714
C -3.84742 4.55175 -0.36065
C -3.40078 3.90178 -1.50082
C -2.35590 2.99616 -1.41606
C -1.54439 -1.97146 -1.03668
C -2.41000 -2.92658 -0.54244
Cl -2.29404 -4.54735 -1.10813
H -5.88380 -2.64667 1.46949
H -5.63492 -4.32447 2.01259
H -4.68787 -3.00751 2.74845
H -4.18768 -1.01318 1.59226
H -2.69907 0.67749 0.70960
H -0.65007 -0.32837 -3.05031
H 0.31194 1.12091 -2.63573
H 1.90932 0.76414 -0.87902
H 3.34026 -1.79073 -1.21633
H 5.30150 -0.45287 -1.44363
H 4.29143 0.98695 -1.28522
H 5.69175 1.04563 0.75413
H 6.25055 -1.56466 0.43771
H 6.03324 -0.99932 2.09277
H 4.28556 -2.87574 0.65546
H 4.10442 -2.28998 2.30801
H 2.14710 -1.31272 1.14778
H 3.77269 0.33309 2.43947
H 3.05494 1.16731 1.04754
H -1.72761 3.17049 1.89500
H -3.60395 4.81045 1.75237
H -4.66103 5.25793 -0.43011
H -3.86446 4.10085 -2.45479
H -1.99224 2.47828 -2.28912
H -0.80056 -2.27437 -1.75489
```

***

C22H25CoN2O4 | ωB97M-V/def2-TZVPD

relative energy (zero: lowest compared OMol25 entry of this formula, charge and spin)	0.0	kcal per mole
spin multiplicity	4
total charge	-1
Kohn-Sham gap (alpha / beta)	5.35 / 6.40	eV
electronic energy	-2646.29546	Eh

The geometry in XYZ format:
```
54
C22H25CoN2O4 ωB97M-V/def2-TZVPD
C -0.51459 1.69194 -0.39790
C -1.62537 1.50362 -1.27260
C -2.66165 0.82443 -0.53730
H -1.72988 1.90241 -2.27546
C -2.17528 0.65491 0.81255
C -0.83351 1.12436 0.86121
H -2.76834 0.38791 1.68227
C 2.39270 -0.54464 -0.95848
C 1.60378 0.19536 -1.90004
C 0.40854 -0.50135 -2.17517
H 1.98807 1.06283 -2.43129
C 0.49127 -1.80080 -1.41315
C 1.66156 -1.78907 -0.68811
H -3.66909 0.62666 -0.88425
H -0.19647 1.11145 1.73663
H 0.41407 2.19384 -0.63575
H 2.07020 -2.60994 -0.09002
H -0.30721 -0.31846 -2.98697
H 3.46121 -0.42042 -0.87540
Co -1.07229 -0.27227 -0.60711
C -0.61615 -2.86001 -1.37730
C -0.06141 -4.30002 -1.29214
C -1.43526 -2.72144 -2.69101
H 0.60244 -4.54554 -2.14003
H -0.90698 -4.99823 -1.28063
H 0.52145 -4.43453 -0.37508
H -0.76777 -2.66117 -3.57152
H -2.05427 -1.80824 -2.69153
H -2.13239 -3.55715 -2.80248
C -1.42857 -2.58008 -0.05185
C -2.81834 -3.20468 -0.00803
H -1.68443 -1.47626 0.12675
H -0.88475 -2.91172 0.85209
O -3.35383 -3.42476 -1.09125
N -3.42540 -3.27826 1.23438
C -3.99992 -2.05317 1.84240
H -3.95024 -4.13971 1.38536
C -4.89159 -1.19321 0.95594
C -5.37786 0.04063 1.42752
H -5.20707 0.32437 2.46544
C -6.07587 0.90238 0.57278
H -6.41858 1.87691 0.93510
C -6.34704 0.52460 -0.75532
H -6.88442 1.19885 -1.43319
C -5.96524 -0.74793 -1.18866
H -6.18121 -1.10112 -2.20448
C -5.31338 -1.60880 -0.30425
H -5.09844 -2.61200 -0.65691
H -3.13328 -1.45723 2.19024
H -4.56375 -2.34814 2.73326
O 3.02327 1.99477 -0.34943
N 2.91870 1.40091 0.73797
O 3.27596 1.82933 1.84285
O 2.32863 0.19249 0.76231
```